# 1
Formula: C4H14N2O2
Source: the OMol25 dataset
Level of theory: ωB97M-V/def2-TZVPD

```
22
Properties=species:S:1:pos:R:3:forces:R:3
C 1.244 -1.228 -0.202 0.7 -0.7 0.3
O 2.031 -2.174 0.533 -0.2 -0.2 0.5
C -0.009 -0.955 0.654 0.9 1.9 -1.2
C -1.266 -0.817 -0.237 -0.2 -0.3 0.4
C -1.152 -0.125 -1.612 0.3 -0.8 0.1
N -1.592 1.249 -1.716 -0.1 0.3 -0.5
N 0.160 0.267 1.452 -0.4 0.1 0.5
H 1.003 -1.625 -1.190 -0.1 -0.1 0.0
H 1.871 -0.341 -0.323 -0.4 0.3 -0.2
H -0.019 -1.804 1.306 -0.6 -0.4 0.5
H -1.657 -1.832 -0.355 -0.1 0.1 -0.3
H -2.024 -0.245 0.304 0.1 -0.3 0.2
H -0.156 -0.239 -2.039 0.3 0.3 0.2
H -1.741 -0.726 -2.296 -0.4 0.1 -0.2
H -1.456 1.832 -0.908 0.0 -0.2 0.3
H -2.557 1.305 -1.995 -0.1 0.1 0.1
H 2.703 -2.625 0.017 -0.1 0.3 -0.3
H 0.752 1.000 1.080 0.0 -0.4 -0.1
H 0.441 0.121 2.411 0.1 -0.3 -0.1
H 0.311 2.897 0.133 0.6 0.4 0.2
H -0.370 2.838 1.419 0.4 0.1 0.5
O 0.502 3.087 1.069 -0.9 -0.1 -0.8
```
Forces are in eV/Å.

Results
Energy above the lowest of the compared OMol25 structures with the same formula, charge and spin (kJ/mol): 134.15
DFT total energy (a.u.): -420.7540
LUMO energy (eV): 0.826
HOMO (eV): -9.005

natural (NBO) population analysis, charges in e, atoms 1 to 4:
1 C -0.066
2 O -0.746
3 C -0.078
4 C -0.426

=====

# 2
Formula: C4H14N2O2
Source: the OMol25 dataset
Level of theory: ωB97M-V/def2-TZVPD

```
22
Properties=species:S:1:pos:R:3:forces:R:3
C 0.462 -2.918 -1.944 1.8 -0.4 0.3
N 0.662 -2.262 -0.667 -3.5 0.2 -1.3
C 0.194 -0.849 -0.595 1.8 -1.5 2.3
C 0.138 -0.438 0.891 -1.4 0.6 0.4
O 0.379 0.939 1.032 0.5 -0.2 -0.1
C -1.192 -0.692 -1.232 -0.7 1.3 -1.3
N -1.421 0.750 -1.353 0.1 -0.1 -0.2
H -0.456 -3.513 -1.992 -0.2 0.2 0.4
H 1.279 -3.656 -1.976 -0.1 0.0 -0.5
H 0.520 -2.217 -2.762 0.2 0.0 -0.1
H 0.305 -2.892 0.057 0.8 0.3 0.6
H 1.022 -0.295 -1.038 -0.4 0.4 -0.6
H 0.739 -1.015 1.595 0.7 0.2 -0.4
H -0.881 -0.643 1.258 -0.1 -0.1 -0.2
H -0.159 1.384 0.359 -0.1 0.1 0.1
H -2.016 -1.099 -0.650 0.4 -0.4 0.3
H -1.217 -1.115 -2.231 0.0 -0.5 0.0
H -2.401 1.002 -1.294 0.0 -0.2 0.4
H -1.147 1.043 -2.285 0.3 0.2 0.2
H 0.242 3.922 3.388 -0.1 0.2 0.1
H 1.635 4.261 2.965 0.3 0.1 -0.1
O 0.852 4.668 3.340 -0.2 -0.3 -0.1
```
Forces are in eV/Å.

Results
Energy above the lowest of the compared OMol25 structures with the same formula, charge and spin (kJ/mol): 257.06
Multiplicity: 2
DFT total energy (a.u.): -420.4390
LUMO energy (alpha / beta) (eV): -3.246 / -8.300
Net charge: +1
HOMO (alpha / beta) (eV): -13.232 / -13.232

natural (NBO) population analysis, charges in e, atoms 1 to 4:
1 C -0.486
2 N -0.096
3 C -0.136
4 C -0.080

=====

# 3
Formula: C4H14N2OS
Source: the OMol25 dataset
Level of theory: ωB97M-V/def2-TZVPD

```
22
Properties=species:S:1:pos:R:3:forces:R:3
C 1.672 -0.580 1.409 0.9 0.9 2.5
N 0.544 0.646 -0.821 -0.1 -2.0 -0.5
C -0.402 -0.446 -1.023 -0.4 1.6 0.3
C -1.865 -0.080 -0.562 0.3 -0.2 0.6
S -2.620 -1.358 0.482 -0.1 -0.1 -0.3
C 2.928 0.127 1.115 0.5 0.9 -2.2
N 3.456 -0.258 -0.246 -0.3 -0.6 0.3
H 0.913 -0.044 1.979 -0.1 -0.1 -0.3
H 1.865 -1.573 1.797 -0.7 -0.6 -0.9
H 1.102 0.361 -0.006 0.4 0.5 -0.1
H -0.092 -1.223 -0.338 0.2 -0.8 -0.7
H -0.465 -0.613 -2.098 0.2 -0.5 0.0
H -1.783 0.833 0.021 -0.2 0.2 -0.2
H -2.519 0.120 -1.400 0.0 0.0 -0.1
H -2.498 -0.732 1.652 0.1 0.1 0.1
H 2.811 1.198 0.996 -0.3 0.3 0.5
H 3.791 -0.017 1.757 -0.3 -0.3 0.7
H 4.095 -1.038 -0.156 -0.1 -0.2 -0.1
H 2.685 -0.549 -0.846 0.3 0.2 -0.1
H -0.519 3.336 -0.693 -0.4 0.1 -0.2
H 0.095 1.591 -0.975 -0.9 0.8 0.3
O -1.084 2.604 -0.990 1.0 -0.1 0.3
```
Forces are in eV/Å.

Results
Energy above the lowest of the compared OMol25 structures with the same formula, charge and spin (kJ/mol): 756.59
DFT total energy (a.u.): -743.4457
LUMO energy (eV): -3.810
HOMO (eV): -7.871

natural (NBO) population analysis, charges in e, atoms 1 to 4:
1 C -0.238
2 N -0.597
3 C -0.270
4 C -0.534

=====

# 4
Formula: C4H14N2OS
Source: the OMol25 dataset
Level of theory: ωB97M-V/def2-TZVPD

```
22
Properties=species:S:1:pos:R:3:forces:R:3
C 2.692 0.445 2.020 0.6 0.1 -0.9
C 1.221 -0.053 2.001 -0.1 0.4 0.4
S 0.653 -0.305 0.287 -0.4 2.6 0.8
N 2.900 1.790 1.462 -1.5 -1.0 -0.8
H 3.292 -0.293 1.455 -0.2 0.4 0.2
H 3.087 0.427 3.035 -0.3 0.0 0.1
H 0.572 0.695 2.517 0.2 -0.7 -0.5
H 1.147 -1.007 2.533 -0.1 0.0 -0.2
H 2.544 2.463 2.124 0.1 0.4 0.1
H 2.291 1.878 0.608 1.2 0.1 1.0
C -1.956 -1.605 -1.671 0.0 -0.9 -0.1
O -1.706 -2.266 -2.923 0.0 0.6 1.0
C -1.873 -0.113 -1.941 -1.1 -0.7 0.1
N -2.185 0.611 -0.707 1.9 0.7 -1.4
H -1.227 -1.886 -0.874 -0.4 0.0 -0.5
H -2.964 -1.854 -1.283 0.4 0.1 -0.2
H -1.470 -3.183 -2.754 -0.1 -0.1 0.0
H -0.834 0.083 -2.286 -0.4 0.3 0.0
H -2.606 0.105 -2.733 0.5 0.3 0.2
H -1.303 0.601 -0.150 -0.9 -0.7 1.0
H -2.324 1.599 -0.918 -0.7 0.0 0.0
H 0.048 1.868 0.198 0.9 -2.2 -0.1
```
Forces are in eV/Å.

Results
Energy above the lowest of the compared OMol25 structures with the same formula, charge and spin (kJ/mol): 382.08
Multiplicity: 2
DFT total energy (a.u.): -743.2496
LUMO energy (alpha / beta) (eV): -6.587 / -8.854
Net charge: +1
HOMO (alpha / beta) (eV): -13.580 / -13.217

natural (NBO) population analysis, charges in e, atoms 1 to 4:
1 C -0.240
2 C -0.597
3 S 0.303
4 N -0.766

=====

# 5
Formula: C4H14N2S2
Source: the OMol25 dataset
Level of theory: ωB97M-V/def2-TZVPD

```
22
Properties=species:S:1:pos:R:3:forces:R:3
C -1.115 -0.754 2.040 0.0 0.1 0.0
N -2.334 -0.112 1.571 0.0 -0.1 0.1
C -2.736 -0.585 0.239 0.3 0.1 0.1
N -2.003 -0.003 -0.852 0.0 0.1 0.2
H -0.870 -0.409 3.047 0.0 0.0 -0.1
H -1.190 -1.853 2.058 0.1 0.0 0.0
H -0.289 -0.476 1.382 0.0 -0.1 0.1
H -3.078 -0.311 2.228 -0.1 0.0 0.0
H -3.786 -0.329 0.116 -0.2 0.0 0.0
H -2.625 -1.675 0.168 -0.1 -0.1 -0.1
H -2.011 1.007 -0.768 0.0 0.0 -0.1
H -1.030 -0.288 -0.871 0.0 -0.1 -0.2
C 3.247 1.228 0.041 -0.3 0.1 0.1
C 2.124 0.818 -0.903 0.1 -0.2 -0.2
S 2.769 -0.031 -2.377 2.3 0.4 1.3
S 0.836 -0.445 -3.460 -2.3 -0.4 -1.1
H 3.918 1.935 -0.444 0.1 0.0 0.0
H 3.821 0.355 0.341 0.1 -0.1 0.0
H 2.846 1.701 0.946 0.0 0.0 0.0
H 1.561 1.690 -1.235 -0.1 0.1 0.0
H 1.424 0.147 -0.392 0.0 0.0 0.0
H 0.519 -1.611 -2.875 0.1 0.0 0.0
```
Forces are in eV/Å.

Results
Multiplicity: 2
DFT total energy (a.u.): -1066.6615
LUMO energy (alpha / beta) (eV): 3.247 / 3.230
Net charge: -1
HOMO (alpha / beta) (eV): -0.227 / -3.625

natural (NBO) population analysis, charges in e, atoms 1 to 4:
1 C -0.424
2 N -0.639
3 C -0.054
4 N -0.824

=====

# 6
Formula: C4H14N2Si
Source: the OMol25 dataset
Level of theory: ωB97M-V/def2-TZVPD

```
21
Properties=species:S:1:pos:R:3:forces:R:3
C 0.954 2.376 0.287 -0.3 -1.3 1.5
C 1.304 -1.957 -0.828 -0.7 0.4 -0.9
C 0.196 1.422 -0.705 1.9 -0.4 1.5
C -0.155 -1.847 -0.334 -0.5 0.0 -1.7
N -2.876 -0.032 -0.351 0.3 1.1 3.4
N -0.675 0.019 1.880 -1.7 1.3 -0.4
Si -0.631 -0.112 0.115 0.8 0.7 -0.2
H 1.489 3.159 -0.223 -0.7 1.0 -0.3
H 0.207 2.697 1.131 1.8 -0.2 -1.6
H 1.853 1.869 0.742 -1.3 0.0 0.0
H 1.357 -2.959 -1.288 0.3 0.8 -0.8
H 1.365 -1.004 -1.497 0.8 -2.3 0.5
H 2.141 -2.021 -0.126 -0.5 0.7 0.4
H 0.838 1.177 -1.556 0.1 -0.4 0.1
H -0.586 1.957 -1.137 -1.4 1.0 -0.7
H -0.440 -2.396 0.517 0.1 -1.1 1.4
H -0.868 -2.278 -1.148 1.3 0.9 1.2
H -3.029 -0.527 -1.142 -1.2 -2.2 -3.6
H -3.101 0.928 -0.500 -0.8 1.1 -0.2
H -1.193 -0.834 2.162 0.3 0.9 0.2
H -1.321 0.875 2.049 1.4 -2.1 0.2
```
Forces are in eV/Å.

Results
Energy above the lowest of the compared OMol25 structures with the same formula, charge and spin (kJ/mol): 222.54
Multiplicity: 3
DFT total energy (a.u.): -559.6009
LUMO energy (alpha / beta) (eV): 0.953 / -2.405
HOMO (alpha / beta) (eV): -3.628 / -10.173

natural (NBO) population analysis, charges in e, atoms 1 to 4:
1 C -0.617
2 C -0.624
3 C -0.887
4 C -0.913